1.
Entry from the OMol25 dataset: 2 unconnected molecules or ions with the total composition C4H3ClF2N2OS (wB97M-V/def2-TZVPD).

Output
Kohn-Sham gap (spin up / spin down) = 8.1 / 7.1 eV

Geometry (Å):
C 1.66249 1.88667 -0.53110
C 0.28191 1.74590 -0.39245
C -0.06980 1.06610 -1.57632
C -1.23382 -2.07389 2.02876
N 2.13498 1.35524 -1.63523
N 1.05741 0.80039 -2.26574
O -1.92701 -2.49784 -0.56470
F -2.17454 -1.20222 2.50762
F -0.07575 -1.74124 2.66377
S -1.03947 -1.70893 0.16076
Cl -0.73900 2.45433 0.69969
H 2.43150 2.49935 -0.15697
H -1.58829 -3.08681 2.26088
H 1.27941 0.50296 -3.19897

Atoms 1-2, force components in eV/Å:
C 0.70 0.25 -0.93
C 0.13 -1.00 -2.48

Mulliken atomic charge list, values in e, 8 entries: atom 1 (C): -0.231, atom 2 (C): 0.332, atom 3 (C): -0.210, atom 4 (C): 0.219, atom 5 (N): -0.633, atom 6 (N): 0.204, atom 7 (O): -0.417, atom 8 (F): -0.223

---

2.
Entry from the OMol25 dataset: C4H3ClF2O in the gas phase (wB97M-V/def2-TZVPD).

Output
Kohn-Sham gap = 10.6 eV
structure (SMILES) = C=C(C(=O)Cl)C(F)F

Geometry (Å):
C -0.87306 -1.14104 -0.24010
C -0.22279 0.00505 -0.08539
C -0.58730 1.32151 -0.59685
O -0.04234 2.35408 -0.37420
Cl -2.01071 1.27424 -1.63601
C 1.21815 -0.06401 0.75237
F 1.20131 -1.10562 1.59290
F 2.21660 -0.25752 -0.12588
H -0.48517 -2.05176 0.18697
H -1.80371 -1.20613 -0.77661
H 1.38901 0.87120 1.30279

Atoms 1-2, force components in eV/Å:
C -0.08 0.36 -0.05
C 2.89 -1.13 1.79

Mulliken atomic charge list, values in e, 8 entries: atom 1 (C): -0.860, atom 2 (C): 0.135, atom 3 (C): 0.730, atom 4 (O): -0.446, atom 5 (Cl): -0.209, atom 6 (C): 0.312, atom 7 (F): -0.261, atom 8 (F): -0.233

---

3.
Entry from the OMol25 dataset: a gas-phase ion, C4H3ClF5N4O2S (charge +1) (wB97M-V/def2-TZVPD).

Output
Kohn-Sham gap = 10.5 eV
total charge = +1
structure (SMILES) = Nc1nc(Cl)[nH][n+]1S(=O)(=O)C(F)(F)C(F)(F)F

Geometry (Å):
N 0.90972 1.01436 -2.15623
C -0.09596 1.24065 -1.33197
N -1.24824 1.80214 -1.81810
C -2.00522 1.88283 -0.68338
Cl -3.58089 2.56025 -0.79234
N -1.37401 1.41551 0.40716
N -0.14317 0.96791 0.01198
S 1.00397 0.24538 1.04150
O 2.30865 0.14776 0.46852
O 1.00034 1.01697 2.24301
C 0.32351 -1.44470 1.48092
F -1.01787 -1.26887 1.65485
F 0.82925 -1.84610 2.63285
C 0.52352 -2.51106 0.32812
F -0.57572 -3.25925 0.18173
F 1.48448 -3.35109 0.73356
F 0.81936 -1.94689 -0.84864
H 1.84380 0.93515 -1.75735
H 0.73057 1.00091 -3.15497
H -1.73611 1.39814 1.35878

Atoms 1-2, force components in eV/Å:
N 0.66 -0.26 1.07
C -0.74 0.54 -2.27

Mulliken atomic charge list, values in e, 8 entries: atom 1 (N): -0.290, atom 2 (C): 0.541, atom 3 (N): -0.529, atom 4 (C): 0.502, atom 5 (Cl): -0.045, atom 6 (N): -0.367, atom 7 (N): 0.286, atom 8 (S): 1.148

---

4.
Entry from the OMol25 dataset: C4H3ClFNO in the gas phase (wB97M-V/def2-TZVPD).

Output
Kohn-Sham gap = 9.6 eV
structure (SMILES) = Cc1oc(Cl)nc1F

Geometry (Å):
C -2.04234 1.66188 -0.00162
C -1.05374 0.60129 0.02100
O 0.25949 0.92114 -0.06758
C 0.93190 -0.21220 0.03396
Cl 2.52182 0.08035 -0.04208
N 0.17066 -1.20862 0.22282
C -1.10272 -0.76878 0.01951
F -2.14964 -1.55926 -0.12665
H -2.09105 2.60636 -0.61134
H -2.07256 2.21129 1.11009
H -3.02965 1.24774 -0.09978

Atoms 1-2, force components in eV/Å:
C -1.56 3.24 3.27
C -0.53 -0.70 -1.67

Mulliken atomic charge list, values in e, 8 entries: atom 1 (C): -1.146, atom 2 (C): 0.620, atom 3 (O): -0.318, atom 4 (C): 0.547, atom 5 (Cl): -0.160, atom 6 (N): -0.509, atom 7 (C): 0.377, atom 8 (F): -0.253

---

5.
Entry from the OMol25 dataset: C4H3ClN2O in the gas phase (wB97M-V/def2-TZVPD).

Output
Kohn-Sham gap = 9.0 eV
structure (SMILES) = [H]/N=C1\N=CO\C1=C/Cl

Geometry (Å):
H 2.17519 1.87440 -0.09166
N 1.18981 1.68604 0.00807
C 0.86329 0.47909 -0.05902
N 1.62838 -0.69791 -0.10537
C 0.79683 -1.64622 0.00453
O -0.51708 -1.34579 0.05406
C -0.53833 0.04524 0.01268
C -1.69520 0.69927 0.06507
Cl -3.17685 -0.13785 -0.06222
H 0.99747 -2.71780 0.05400
H -1.72351 1.76153 0.11987

Atoms 1-2, force components in eV/Å:
H 0.42 -0.27 0.11
N -0.10 0.75 -0.33

Mulliken atomic charge list, values in e, 8 entries: atom 1 (H): 0.282, atom 2 (N): -0.588, atom 3 (C): 0.156, atom 4 (N): -0.524, atom 5 (C): 0.095, atom 6 (O): -0.416, atom 7 (C): 0.488, atom 8 (C): -0.163

---

6.
Entry from the OMol25 dataset: a molecular structure, C4H3ClN2S (wB97M-V/def2-TZVPD).

Output
Kohn-Sham gap = 9.1 eV

Geometry (Å):
C -0.08141 0.28286 0.78701
C 1.32249 0.15663 0.34002
C -0.61707 -0.00110 -1.59411
C -1.09768 0.01487 -0.21319
H 0.53652 -0.85281 2.93649
H 2.23284 0.22745 1.02846
H -2.10531 -0.19991 -0.09242
N 1.64736 -0.00014 -1.05145
N 0.62003 -0.02518 -1.93350
S -0.64902 0.31310 2.52989
Cl -1.80876 0.08424 -2.73719

Atoms 1-2, force components in eV/Å:
C -0.54 -2.03 -1.71
C -0.59 0.50 -2.59

Mulliken atomic charge list, values in e, 8 entries: atom 1 (C): 0.152, atom 2 (C): -0.145, atom 3 (C): 0.554, atom 4 (C): -0.445, atom 5 (H): 0.175, atom 6 (H): 0.376, atom 7 (H): 0.434, atom 8 (N): -0.436

---

7.
Entry from the OMol25 dataset: a molecular structure, C4H3ClO2 (wB97M-V/def2-TZVPD).

Output
Kohn-Sham gap = 8.9 eV

Geometry (Å):
C -1.11673 0.13609 0.00321
C -0.75542 1.44108 -0.00289
C 0.05458 -0.69571 0.01632
C 1.20183 -0.00314 0.04886
O 0.51358 1.73256 0.01707
O -0.02622 -2.04206 0.02035
Cl 2.83668 -0.14731 -0.03912
H -2.11578 -0.25331 -0.02163
H -1.44611 2.27110 -0.02894
H 0.85360 -2.43929 -0.01323

Atoms 1-2, force components in eV/Å:
C 0.05 -0.09 -0.07
C -0.44 -0.57 -0.01

Mulliken atomic charge list, values in e, 8 entries: atom 1 (C): -0.652, atom 2 (C): -0.256, atom 3 (C): 0.928, atom 4 (C): 0.083, atom 5 (O): -0.509, atom 6 (O): -0.509, atom 7 (Cl): -0.153, atom 8 (H): 0.402

---

8.
Entry from the OMol25 dataset: a molecular structure, C4H3CsO (wB97M-V/def2-TZVPD).

Output
Kohn-Sham gap = 4.0 eV

Geometry (Å):
C 1.53935 2.59502 1.13551
C 1.47499 1.60839 0.43038
H 1.47332 3.53789 1.65591
H 1.55857 0.66481 -0.09661
C -1.24037 -2.03344 -2.27586
C -1.46632 -2.13111 -1.06950
O -1.56550 -2.05453 0.17155
Cs -0.73931 -0.01419 3.36732
H -1.03472 -2.17283 -3.31870

Atoms 1-2, force components in eV/Å:
C -0.52 -0.69 -0.77
C 0.47 0.48 1.00

Mulliken atomic charge list, values in e, 8 entries: atom 1 (C): -0.343, atom 2 (C): -0.425, atom 3 (H): 0.372, atom 4 (H): 0.407, atom 5 (C): -0.566, atom 6 (C): 0.065, atom 7 (O): -0.788, atom 8 (Cs): 0.944